# 1
{"formula": "C7H7N2", "method": "wB97M-V/def2-TZVPD", "elements": ["C", "C", "C", "C", "C", "C", "C", "N", "N", "H", "H", "H", "H", "H", "H", "H"], "coordinates": [[-2.922, 0.317, 0.113], [-1.899, 1.194, 0.111], [-2.471, -1.151, -0.085], [-1.217, -0.871, -0.020], [-0.568, 0.431, -0.030], [1.662, -0.215, -0.116], [3.031, 0.401, 0.123], [0.625, 0.795, -0.172], [1.311, -1.392, -0.317], [-3.924, 0.615, 0.391], [-2.130, 2.198, 0.026], [-3.132, -1.883, -0.170], [3.018, 1.097, 0.943], [3.075, 0.945, -0.806], [3.672, -0.315, 0.364], [1.869, -2.168, -0.355]], "atomic_forces_ev_per_a": [[1.1495, 0.5085, 0.5041], [0.0662, -2.2782, -0.9793], [2.4947, 3.4900, 0.7012], [1.2533, -1.2347, 0.0956], [-0.6380, 1.1516, -0.3947], [0.3632, 0.2100, 0.6337], [-4.3813, 1.7543, -0.8733], [-0.8939, 0.2934, 0.5557], [-3.4165, 2.0643, -0.0038], [-0.2683, -0.4736, -0.3751], [0.5231, 2.1209, 0.4654], [-2.3304, -3.3598, -0.4762], [-0.3944, 0.5007, 0.2417], [1.2536, 0.3328, -0.3569], [3.2329, -2.9451, 0.2031], [1.9864, -2.1349, 0.0587]], "e_tot_ha": -379.96323, "homo_lumo_gap_ev": [7.95, 7.95], "e_above_lowest_kj_mol": 464.08, "charge": 1}

***

# 2
{"formula": "C7H7N2S", "method": "wB97M-V/def2-TZVPD", "elements": ["C", "C", "C", "C", "C", "C", "C", "N", "N", "S", "H", "H", "H", "H", "H", "H", "H"], "coordinates": [[-1.395, -1.017, 2.825], [-2.028, -0.008, 3.241], [1.138, -1.719, 0.463], [-0.256, -1.128, 2.071], [-0.094, 0.379, 1.682], [0.092, 0.520, 0.189], [-1.194, 0.370, -0.667], [0.383, -2.073, 1.498], [0.984, -0.576, -0.173], [-1.303, 1.391, 2.712], [1.901, -2.500, 0.323], [0.962, 0.585, 2.099], [0.532, 1.528, -0.146], [-2.013, -0.094, -0.187], [-1.068, -0.151, -1.539], [-1.551, 1.295, -1.018], [1.504, -0.529, -1.008]], "atomic_forces_ev_per_a": [[-0.8699, 0.8167, 1.0338], [0.2978, -1.5670, 0.3878], [-0.0949, -0.2813, 1.3543], [-2.1805, 1.5681, -0.8776], [3.2411, 0.3415, 1.4535], [-1.4597, 0.8703, -1.6202], [0.2864, 0.9834, 1.7180], [0.4655, -0.6346, 0.2153], [1.2738, -1.2843, 0.3941], [0.1441, 0.0410, -1.0732], [-0.0955, 0.8661, -1.2915], [-1.3196, 0.1269, -0.2782], [-0.0950, -1.6598, 0.9589], [-0.7599, -0.6314, 0.9736], [0.9190, -1.6116, -2.1403], [-0.3866, 1.5058, -0.0419], [0.6336, 0.5500, -1.1664]], "e_tot_ha": -778.18584, "homo_lumo_gap_ev": 7.90, "e_above_lowest_kj_mol": 499.05, "charge": 1}

***

# 3
{"formula": "C7H7N4", "method": "wB97M-V/def2-TZVPD", "elements": ["C", "C", "C", "C", "C", "C", "C", "N", "N", "N", "N", "H", "H", "H", "H", "H", "H", "H"], "coordinates": [[2.650, 0.248, 0.488], [-1.591, 1.936, -0.138], [-0.107, -0.713, -0.300], [-1.396, -0.403, 0.046], [0.823, 1.776, 0.346], [2.363, -0.562, -0.718], [-2.367, -1.590, 0.462], [-0.282, 2.198, 0.109], [-1.976, 0.716, -0.184], [0.963, -0.879, -0.830], [1.850, 1.202, 0.718], [3.404, 0.201, 1.342], [-2.295, 2.671, -0.428], [2.730, -0.013, -1.551], [2.835, -1.460, -0.703], [-3.368, -1.106, 0.394], [-2.020, -2.065, 1.422], [-2.217, -2.159, -0.474]], "atomic_forces_ev_per_a": [[0.5568, 0.5211, 1.8826], [0.4023, -1.3874, -0.9827], [1.6084, 1.0325, -0.5763], [0.5274, -3.9857, 1.0518], [-3.5836, -0.4477, -0.9954], [-0.5964, 0.7593, 1.0513], [1.5654, 1.3966, -1.0725], [2.8148, 0.7368, 0.9309], [-1.6617, 2.5292, -0.3681], [-2.2160, 0.4470, 0.2519], [0.3505, 1.7695, 0.9112], [-0.5431, -0.9303, -1.7003], [-0.1416, 1.1260, 0.2522], [-0.1729, 0.4377, -1.1691], [1.8446, -2.6497, 0.0161], [0.6888, -0.7405, 0.7022], [-0.8365, 0.2769, -1.1750], [-0.6072, -0.8911, 0.9890]], "e_tot_ha": -489.52290, "homo_lumo_gap_ev": [6.40, 6.39], "e_above_lowest_kj_mol": 564.23, "charge": 1}

***

# 4
{"formula": "C7H7N4O7S", "method": "wB97M-V/def2-TZVPD", "elements": ["O", "C", "N", "O", "C", "O", "N", "C", "C", "S", "C", "N", "N", "C", "O", "H", "H", "H", "H", "H", "H", "C", "O", "O", "O", "H"], "coordinates": [[0.782, 2.493, -1.445], [1.317, 1.843, -0.678], [1.597, 1.002, 0.194], [2.690, 0.162, -0.253], [2.278, -0.869, -1.056], [2.756, -0.966, -2.155], [1.392, -1.833, -0.580], [1.186, -2.003, 0.871], [-0.277, -1.887, 1.308], [-1.152, -0.386, 0.844], [-1.560, -0.533, -0.827], [-0.875, -0.215, -1.881], [-1.669, -0.457, -2.975], [-2.788, -0.907, -2.504], [-2.817, -0.994, -1.181], [1.791, -2.685, -0.942], [1.841, -1.390, 1.476], [1.437, -3.037, 1.094], [-0.271, -1.856, 2.390], [-0.806, -2.785, 1.014], [-3.600, -1.187, -3.140], [-0.972, 3.837, 2.343], [-0.917, 4.879, 1.646], [-0.022, 2.848, 1.926], [-1.688, 3.531, 3.296], [0.346, 3.397, 1.217]], "atomic_forces_ev_per_a": [[-0.0681, 1.5098, -0.8256], [-0.7543, -1.5206, 0.3647], [0.8668, -0.3119, 0.4410], [-0.0942, 0.2600, 0.2774], [-0.2272, -0.2410, -0.8919], [0.2063, -0.0524, 0.1213], [1.0876, 0.2815, 1.1839], [-0.5023, -0.3025, -0.2154], [0.5703, -0.0597, -0.5211], [-0.3640, 0.6928, 0.6851], [0.1484, -0.4876, -0.7424], [-0.0830, 0.0665, 0.6749], [-0.4341, -0.1804, 0.0895], [0.9019, 0.3501, -0.8916], [0.0951, 0.0119, 0.3276], [-0.5564, -0.1923, -0.5309], [0.0460, 0.4508, -0.1086], [0.2793, -0.1771, 0.1120], [-0.2196, 0.0815, 0.3170], [-0.3213, -0.0850, -0.1641], [-0.5186, -0.1675, 0.2585], [-0.3905, 0.3609, 0.1515], [0.0526, -0.2503, 0.1103], [-0.1337, 0.4787, -0.2263], [0.0812, -0.1885, 0.0086], [0.3320, -0.3276, -0.0053]], "e_tot_ha": -1414.80995, "homo_lumo_gap_ev": 6.65, "e_above_lowest_kj_mol": 0.00, "charge": -1}

***

# 5
{"formula": "C7H7NO2S", "method": "wB97M-V/def2-TZVPD", "elements": ["C", "C", "C", "C", "C", "C", "C", "N", "O", "O", "S", "H", "H", "H", "H", "H", "H", "H"], "coordinates": [[-1.680, 0.598, -0.339], [-1.757, 1.940, -0.028], [-0.463, -0.011, -0.469], [-0.496, 2.610, 0.213], [0.785, 0.635, -0.365], [0.820, 1.997, 0.081], [1.935, -1.581, 0.305], [1.905, -0.145, -0.042], [4.481, -0.449, 0.109], [1.850, 2.725, 0.205], [3.447, 0.487, -0.298], [-2.537, -0.026, -0.367], [-2.643, 2.489, 0.002], [-0.584, -1.056, -0.853], [-0.470, 3.690, 0.443], [1.005, -1.710, 0.974], [1.845, -2.186, -0.673], [2.988, -1.840, 0.682]], "atomic_forces_ev_per_a": [[0.5484, -0.2062, 0.2421], [4.6753, 1.7405, 0.7249], [-0.3583, -1.7305, -1.3270], [-2.4259, -0.2612, -0.3175], [0.1461, -1.8998, 2.1299], [-0.3630, 2.4135, -0.7617], [-0.8619, -0.6489, -0.8620], [1.5613, 0.0170, -1.1091], [0.1689, -0.7576, 0.3542], [-0.5977, -1.5429, -0.0105], [-0.7894, 1.6191, -0.2796], [-0.8093, -0.3102, -0.4100], [-1.2838, 0.6718, 0.2158], [0.8588, 0.8022, 0.7467], [-0.0846, -0.7463, -0.0972], [1.8459, -0.3810, -0.8080], [-0.2357, 0.7454, 1.5226], [-1.9948, 0.4752, 0.0463]], "e_tot_ha": -874.25080, "homo_lumo_gap_ev": [7.33, 5.92], "e_above_lowest_kj_mol": 155.22}

***

# 6
{"formula": "C7H7NO5S", "method": "wB97M-V/def2-TZVPD", "elements": ["N", "S", "O", "O", "C", "C", "C", "C", "C", "C", "O", "H", "H", "H", "H", "H", "H", "H", "O", "C", "O"], "coordinates": [[-2.204, -1.975, -0.240], [-1.139, -1.545, -1.544], [-0.539, -2.686, -2.107], [-1.962, -0.649, -2.355], [-0.011, -0.506, -0.659], [1.056, -1.026, 0.047], [1.998, -0.286, 0.699], [1.951, 1.034, 0.512], [0.910, 1.723, -0.233], [-0.125, 1.084, -0.840], [-1.130, 1.557, -1.559], [-2.719, -1.105, -0.384], [-1.715, -1.902, 0.638], [1.034, -2.134, 0.063], [2.573, -0.808, 1.421], [2.907, 1.662, 0.853], [1.015, 2.785, -0.176], [-1.620, 0.861, -2.047], [0.683, 2.007, 3.113], [-0.105, 1.310, 2.668], [-0.855, 0.600, 2.131]], "atomic_forces_ev_per_a": [[0.3212, 0.8154, -2.3412], [-0.8518, 1.2452, 2.3307], [0.5373, -0.8682, -0.4185], [0.2330, -1.1055, -0.1199], [0.8968, 3.8206, -1.1927], [-2.8747, -2.3001, -1.4152], [-0.3484, -0.8459, 0.5219], [1.6713, 3.7076, -0.4625], [1.5842, -0.0531, 1.1904], [-0.1301, -5.6371, -0.0581], [0.6809, 1.8099, 0.6355], [-0.8700, -0.2729, 1.0124], [0.3122, -0.0548, 0.2849], [0.4531, 0.6107, 0.2676], [1.2145, -0.0356, 0.1839], [-2.6144, -1.1154, -0.4238], [-0.2673, 0.5937, -0.5270], [0.2483, -0.3112, 0.2458], [0.8745, 1.0310, 1.0551], [-0.9730, -1.2061, -1.4430], [-0.0976, 0.1718, 0.6739]], "e_tot_ha": -1100.05997, "homo_lumo_gap_ev": 9.34, "smiles": "NS(=O)(=O)c1ccccc1O.O=C=O", "e_above_lowest_kj_mol": 37.34}

***

> Number 1 is which compound?

C7H7N2